DFT (wB97M-V/def2-TZVPD) results for a structure of composition C24H17AsBrRhSbSe4.

```
49
Properties=species:S:1:pos:R:3:forces:R:3:mulliken_spin:R:1
Sb -0.5436 3.1552 1.9881 -0.0215 -0.0819 -0.0333 0.2083
Rh -1.4589 0.5205 1.1840 0.0709 0.1070 0.0825 0.9165
Br -7.8757 0.1300 3.3099 -0.0085 0.0009 0.0042 0.0000
Se -2.1999 2.3803 -0.1066 -0.0787 0.0420 -0.0901 0.9901
Se 1.2161 3.9923 0.5720 0.0562 -0.0229 0.0146 0.2991
Se -1.8469 4.7057 3.2627 -0.0317 0.0148 0.0435 0.2939
Se -0.9034 -0.8673 2.9446 -0.0146 -0.0026 -0.0256 1.2018
As 0.5978 0.0872 -0.1009 0.1003 0.0857 0.0141 0.0639
C -3.3944 0.4633 1.9249 -0.0285 -0.0227 0.0560 0.0489
C 1.0152 -3.0693 -2.6965 0.0028 0.0010 0.0008 -0.0028
C 0.8911 2.0447 -3.8644 -0.0036 0.0415 -0.0023 -0.0001
C 0.6693 -2.8916 0.0675 0.0144 -0.0342 0.0046 -0.0283
C -4.2155 -0.5791 1.4889 0.0777 -0.0267 -0.0558 -0.0374
C 0.7810 0.6032 -1.9601 -0.0091 -0.0752 -0.0284 -0.0134
C 2.3955 0.3514 0.5918 0.0109 0.0537 -0.0179 -0.0287
C 0.8971 -1.8220 -2.0924 -0.0071 -0.0392 0.0214 -0.0012
C 0.9119 -0.5179 -2.7889 -0.0075 0.0354 0.0101 0.0017
C 1.0351 -0.3422 -4.1631 -0.0010 0.0092 0.0212 0.0023
C 0.7346 -1.7470 -0.7074 -0.0238 -0.0150 -0.0238 -0.0045
C 3.4843 0.4302 -0.2695 -0.0020 -0.0441 -0.0254 -0.0042
C 4.9595 0.6807 1.6133 -0.0246 0.0106 0.0002 0.0026
C 1.0244 0.9385 -4.6937 0.0040 -0.0014 -0.0137 -0.0005
C 0.7676 1.8835 -2.4903 0.0134 -0.0347 -0.0052 0.0273
C -3.9528 1.4001 2.7912 0.0367 0.0320 0.0372 0.0100
C 3.8738 0.6045 2.4720 -0.0040 0.0405 -0.0241 0.0049
C 0.9683 -4.2169 -1.9192 0.0007 -0.0038 -0.0119 0.0024
C -6.0585 0.2666 2.7501 0.0543 -0.0071 -0.0219 0.0008
C -5.5399 -0.6860 1.8902 -0.0662 0.0194 0.0302 -0.0112
C 0.7937 -4.1328 -0.5433 -0.0008 0.0139 0.0169 0.0084
C 4.7622 0.5976 0.2411 -0.0073 -0.0276 0.0008 -0.0010
C -5.2774 1.3105 3.2070 -0.0219 -0.0187 0.0016 0.0050
C 2.5917 0.4509 1.9619 -0.0385 -0.0377 0.0396 0.0137
H -3.3662 2.2341 3.1603 0.0146 -0.0046 -0.0193 -0.0081
H 5.6051 0.6640 -0.4354 0.0050 0.0113 0.0016 0.0003
H -5.6874 2.0544 3.8771 -0.0085 -0.0016 0.0006 0.0021
H 1.1401 -3.1509 -3.7690 -0.0007 -0.0039 -0.0053 -0.0001
H 0.6771 2.7410 -1.8347 -0.0153 -0.0046 -0.0069 0.0003
H 1.7455 0.4183 2.6390 -0.0413 -0.0021 -0.0215 0.0230
H 1.1364 -1.1972 -4.8198 -0.0024 -0.0037 0.0009 -0.0003
H 3.3381 0.3702 -1.3420 -0.0059 0.0061 0.0211 0.0017
H 4.0164 0.6862 3.5416 0.0076 -0.0037 0.0130 0.0013
H 1.1184 1.0754 -5.7639 -0.0015 0.0020 -0.0021 0.0002
H 0.7456 -5.0352 0.0526 0.0008 -0.0020 0.0032 0.0001
H 5.9575 0.8173 2.0106 0.0026 -0.0040 0.0004 0.0003
H -6.1593 -1.5015 1.5410 0.0027 -0.0047 -0.0042 0.0007
H 0.8800 3.0404 -4.2892 0.0041 0.0042 0.0047 -0.0003
H 0.5068 -2.8185 1.1365 0.0074 0.0016 -0.0084 0.0129
H -3.8181 -1.3353 0.8212 -0.0092 -0.0003 0.0074 -0.0032
H 1.0608 -5.1873 -2.3907 -0.0013 -0.0021 -0.0054 0.0004
```
Forces are in eV/Å.

Calculated values
- energy above the lowest of the compared OMol25 structures with the same formula, charge and spin (kcal per mole) = 0.3
- <S²> = 6.041
- total charge = -1
- electronic energy (eV) = -426978.548
- 2S+1 = 5
- Kohn-Sham gap (spin up / spin down) (eV) = 6.70 / 5.46


DFT (wB97M-V/def2-TZVPD) results for a structure of composition C24H17AsIrN4O8S.

```
56
Properties=species:S:1:pos:R:3:forces:R:3:lowdin_charge:R:1
Ir -0.6771 0.1543 0.5419 -0.9523 2.1509 -1.5793 1.4479
As -0.6506 -2.0100 -2.0177 -0.0742 -0.4821 -1.2372 0.8652
S 0.8786 -2.7891 0.8745 1.1737 -0.6064 0.5614 0.4772
O -3.7639 2.5058 -1.1648 -0.1501 -0.1192 -0.2471 0.0477
O -0.9025 -2.2426 -3.6157 0.2823 0.0529 -0.1526 -0.4798
O -1.4971 -3.3693 -1.2821 0.1103 0.0545 0.3167 -0.2552
O 1.6233 -2.5883 2.1042 -0.1012 0.0805 -0.2851 -0.3185
O 0.6838 -4.1652 0.5058 -0.2890 0.1586 0.0328 -0.2842
O -0.4043 -2.0112 0.8658 0.0120 0.8651 0.0570 -0.4918
O 2.6416 2.7676 1.2214 0.2378 0.0039 0.1224 0.0286
O -1.3185 -0.5878 -1.4483 0.1457 1.4358 2.1719 -0.4858
N -1.6765 1.8283 -0.4372 0.2334 -1.4198 1.5132 -0.0002
N 0.7519 1.7866 0.3361 0.5004 -2.1687 0.0839 -0.0119
N 0.4791 0.2897 2.4752 -0.6367 -0.0141 -1.1054 0.0035
N -2.8199 -0.0607 1.0059 0.3349 -1.5725 -0.1723 -0.0108
C -0.8489 2.7105 -1.1032 0.6160 0.5919 -0.3618 -0.2015
C 3.1924 -1.8058 -0.2227 -0.0243 0.0045 0.1539 -0.0571
C -3.0089 1.7150 -0.6145 0.7273 0.0852 0.2417 -0.4713
C 0.3703 -0.5962 3.4607 -0.3796 0.0757 0.3330 -0.1397
C 1.8486 -2.0676 -0.4265 -0.1798 -0.0985 -0.0428 -0.2890
C -4.2982 -1.9298 1.0693 -0.1298 0.0211 0.1612 -0.0441
C -3.5252 0.4428 -0.0106 -0.1901 0.1623 -0.0238 -0.2056
C -4.6440 -0.1871 -0.5216 -0.2478 0.0159 0.0598 0.0132
C 3.3787 -1.1235 -2.5191 0.1151 0.0085 0.0831 -0.0749
C 0.5016 2.6738 -0.6963 -0.3393 0.4768 -0.7835 -0.2131
C -3.2205 -1.2149 1.5509 -0.2312 -0.0815 0.0348 -0.1216
C 1.7593 1.9121 1.2054 -0.3277 0.2458 -0.4636 -0.4872
C 2.0323 -1.3903 -2.7158 -0.2236 -0.1150 -0.1179 -0.0767
C 1.6593 0.9056 2.2996 0.1626 0.0133 0.2606 -0.1867
C -5.0209 -1.4111 0.0038 0.1829 0.1658 0.0258 -0.0354
C 1.4052 -0.8848 4.3307 -0.0539 0.2043 0.0703 -0.0634
C -0.2773 4.3511 -2.7730 0.2955 0.0663 0.0248 -0.1073
C 1.4443 3.4742 -1.3389 -0.0012 -0.2110 0.2818 -0.0214
C 2.7416 0.6745 3.1271 -0.0675 -0.0541 0.1507 0.0101
C 3.9597 -1.3294 -1.2745 -0.0459 0.0278 -0.1208 -0.0727
C 1.2617 -1.8792 -1.6693 -0.2208 0.0403 0.2516 -0.2385
C 2.6150 -0.2404 4.1590 -0.0117 0.0375 -0.0473 -0.0466
C -1.2273 3.5690 -2.1406 -0.2620 -0.2965 0.2729 -0.0145
C 1.0525 4.3035 -2.3752 -0.1957 0.1702 -0.2366 -0.1108
H -5.8557 -1.9583 -0.4130 -0.0069 -0.0034 -0.0206 0.1091
H 1.7878 4.9146 -2.8842 0.0286 -0.0007 0.0336 0.0906
H -0.5745 5.0011 -3.5866 -0.0278 -0.0092 -0.0029 0.0921
H -2.2635 3.5932 -2.4379 0.0058 0.0422 -0.0187 0.0945
H 3.6079 -1.9756 0.7619 0.0331 0.0211 -0.0165 0.1097
H 2.4723 3.4389 -1.0150 0.0067 -0.0224 0.0202 0.0991
H 5.0101 -1.1146 -1.1258 0.0029 0.0030 0.0205 0.1008
H 3.6529 1.2238 2.9399 -0.0231 0.0235 -0.0554 0.1196
H -1.6377 -3.9726 -2.0247 0.0212 0.0818 -0.0305 0.0407
H 3.9787 -0.7486 -3.3384 -0.0188 0.0204 -0.0094 0.1007
H -2.6436 -1.5775 2.3911 0.1309 -0.0716 -0.1330 0.1018
H -4.5523 -2.8821 1.5121 0.0144 -0.0035 0.0122 0.1069
H -0.5892 -1.0838 3.5623 0.0284 -0.0730 -0.0867 0.1095
H 1.2657 -1.6292 5.0999 -0.0501 -0.0089 0.0018 0.1116
H -5.1672 0.2776 -1.3446 0.0188 0.0404 0.0024 0.1237
H 1.5565 -1.2314 -3.6761 0.0347 -0.0036 -0.0118 0.1046
H 3.4525 -0.4555 4.8096 0.0064 -0.0123 0.0067 0.1088
```
Forces are in eV/Å.

Calculated values
- total charge = -1
- electronic energy (eV) = -122019.763
- Kohn-Sham gap (spin up / spin down) (eV) = 6.53 / 6.54


DFT (wB97M-V/def2-TZVPD) results for a structure of composition C24H17AsN6O6SY.

```
56
Properties=species:S:1:pos:R:3:forces:R:3:lowdin_charge:R:1
Y -0.9454 -0.0950 1.2842 0.1422 1.5937 0.9384 1.5326
As -3.6551 -0.7353 -0.9899 2.0121 2.7228 2.5881 1.3572
S -1.3978 0.2296 4.1113 0.8215 4.3769 3.0392 0.5557
O -3.9520 0.9711 -0.4288 0.0881 -3.2176 -0.9120 -0.4338
O -2.6193 1.5633 1.6919 0.9965 -1.5791 -1.7358 -0.2919
O -2.1983 -1.1400 -0.1265 -3.0966 0.2050 -2.0023 -0.7430
O -2.0223 -0.7348 3.2213 -0.7125 -1.9016 -0.9222 -0.4117
O -1.1581 -0.1205 5.5015 -0.5623 -0.0173 -2.1538 -0.2620
O -0.1756 0.7386 3.3764 -0.3657 -1.1415 -0.6051 -0.4164
N 3.7982 -2.6013 -6.5080 0.0243 0.1231 0.0767 0.0700
N 0.0260 -2.4140 1.4103 -0.4031 -0.6346 -0.6873 0.0474
N 1.5275 -4.6109 1.8070 -1.0709 -1.4794 1.6934 0.1091
N -0.2605 1.8925 -0.2112 0.4011 -1.8207 -0.3303 0.0601
N 0.8544 -0.6091 -0.3611 0.6816 -0.3018 -1.2638 0.0721
N 0.9719 4.0255 -1.3680 -1.0374 1.0085 0.2148 0.1031
C 0.7638 1.6875 -1.0463 0.8288 -0.4288 -0.4894 -0.1710
C 3.2686 -1.3852 -6.3715 0.7784 -0.6432 1.2416 -0.1092
C 0.4129 -4.4233 2.5493 0.9715 0.6824 -1.4215 -0.0338
C -3.8230 4.2712 3.7956 -0.1393 -1.1882 1.6759 -0.0470
C -3.4743 3.7141 5.0793 0.6480 -0.1170 -2.3023 -0.0626
C 2.7196 -0.9614 -5.1534 -0.8485 0.9703 -0.1633 -0.0021
C 2.7872 -1.8124 -4.0510 0.5082 -1.0644 -0.6819 -0.1784
C -2.8568 2.2590 2.7877 -0.2876 0.4981 -0.2370 -0.3855
C 1.2617 -1.8671 -0.5213 2.2673 1.8473 -3.6419 -0.1677
C 3.8262 -3.4518 -5.4707 -0.1988 1.1608 0.1638 -0.1072
C 3.3274 -3.1136 -4.2139 0.6133 0.8329 0.6582 0.0080
C -0.1661 4.1996 -0.6736 0.3699 0.5245 -1.6996 -0.0569
C 2.0618 -2.2585 -1.7092 -1.8917 -0.2312 1.7769 0.0834
C 1.8281 -0.0584 -2.5220 1.4913 0.5036 -0.8069 0.0545
C -2.4163 1.7829 4.0288 0.0417 -1.0419 -0.6488 -0.1843
C -2.7387 2.5123 5.1300 -1.2305 0.7029 1.7901 -0.0744
C 2.3222 -1.3954 -2.7315 -1.8211 1.9780 0.1802 -0.1245
C -0.7491 3.1045 -0.0945 -0.9895 0.6361 0.7228 -0.0908
C 1.7819 -3.8773 0.7667 -0.6912 -0.1073 -0.3556 -0.0522
C 1.4071 2.8005 -1.5779 1.2702 0.4761 -1.2726 -0.0723
C 0.9877 -2.7626 0.5229 -0.3380 -1.1136 2.3062 -0.2079
C -3.5429 3.4886 2.6571 0.4445 0.7186 1.7688 -0.0194
C -0.3947 -3.3115 2.3205 0.5072 1.0354 0.1258 -0.0396
C 1.2038 0.2604 -1.3678 -1.4353 1.3473 2.0646 -0.1749
H -1.6663 3.1887 0.4578 -0.1650 0.0033 0.3610 0.0968
H -2.5891 2.0814 6.1161 0.4546 0.1054 -0.0789 0.1178
H 2.2875 2.8302 -2.2964 -1.0105 -0.8077 1.2112 0.1484
H 4.4242 -4.3142 -5.6654 -0.1116 -0.8177 0.1354 0.1062
H -1.2880 -2.9763 2.8840 0.7401 -0.6611 -0.1255 0.1231
H 2.1884 0.0370 -5.0829 1.0121 -1.3000 -0.1595 0.1259
H 3.5480 -0.6936 -7.1475 -0.7180 0.1870 -0.4432 0.1116
H 2.5643 -4.2825 0.1362 0.1822 0.6495 -0.1519 0.1318
H -0.7136 5.1668 -0.8015 0.9028 -0.7836 0.7009 0.1424
H -3.7363 3.9137 1.6927 -0.2567 -0.2589 -0.5228 0.1004
H -4.4165 5.2204 3.7997 0.8045 -0.9467 -0.4140 0.1175
H 2.0435 0.8067 -3.2060 -0.2726 -1.3200 0.5783 0.1268
H -3.5467 1.1905 0.4960 0.2956 0.3409 -0.0635 -0.0049
H 3.5297 -3.6853 -3.2744 -0.1616 0.1162 -1.3739 0.1210
H 0.2384 -5.1674 3.2797 -0.3453 -0.4308 0.7742 0.1102
H -3.6773 4.2226 5.9961 -0.2565 0.2587 0.3054 0.0899
H 2.2183 -3.3002 -1.9280 0.1183 -0.2498 0.5743 0.1026
```
Forces are in eV/Å.

Calculated values
- total charge = +1
- electronic energy (eV) = -119104.044
- Kohn-Sham gap (eV) = 5.01